(1)
Computed, not measured: a structure of composition C51H42N4OP2SW in a non-equilibrium geometry, with ωB97M-V with the def2-TZVPD basis set.

```
102
Properties=species:S:1:pos:R:3:forces:R:3:mulliken_charge:R:1
W 0.103692 -0.016611 0.078847 0.3916 0.3645 0.4570 0.906
O -2.859515 -1.253014 -0.484019 -1.2422 0.1138 -1.5707 -0.800
S -1.839943 -1.535199 0.476781 0.9248 -0.7381 2.4850 1.322
C -2.572107 -1.360643 2.109152 -0.2376 0.3315 0.1970 0.588
C -3.404874 -2.289015 2.742773 0.6913 0.7497 -0.6590 -0.408
C -4.168729 -1.867503 3.833159 -0.7363 -1.9091 -0.3701 -1.138
C -4.229180 -0.570985 4.189199 1.1496 2.6564 -0.7855 -0.783
C -3.446193 0.418110 3.500156 -0.3168 -1.3466 0.6200 -0.887
C -2.594149 -0.003438 2.506009 0.2904 -0.0749 -0.8639 -0.384
P -1.697590 1.221147 1.460793 -0.7846 0.5587 0.7340 2.053
C -1.356226 2.583295 2.633301 0.5903 -0.5101 -1.8016 0.633
C -1.822038 3.873164 2.410106 -0.6935 0.6253 0.6650 -0.947
C -1.528023 4.926107 3.303484 -0.0928 -1.3966 -0.7495 -0.935
C -0.716974 4.646306 4.363062 0.5837 -0.0831 0.8663 -0.711
C -0.274087 3.335342 4.560125 0.8553 0.2393 0.8181 -0.971
C -0.482205 2.314314 3.668384 -0.3818 0.0093 1.1002 -0.245
C -2.840611 1.875035 0.221981 0.2202 -1.3837 0.6069 0.634
C -4.183245 2.116398 0.488802 -1.5500 0.3087 -1.8419 -0.627
C -5.024797 2.453172 -0.611212 0.9986 -0.0560 0.8106 -0.733
C -4.511655 2.505420 -1.923668 -0.3149 0.2186 1.1060 -0.772
C -3.207661 2.130562 -2.174459 0.4038 -0.1591 1.4745 -1.547
C -2.388452 1.780563 -1.082798 -1.1450 0.7671 -1.3541 -0.164
C -1.216116 -3.211910 0.272547 -0.5481 0.8600 0.8923 -0.022
C -1.485909 -4.328812 1.039275 0.2336 0.4901 0.8482 -0.280
C -1.093267 -5.583974 0.614040 0.6758 -0.5612 -1.6520 -1.192
C -0.424150 -5.744671 -0.617063 -1.3390 3.1132 0.1114 -0.980
C -0.188659 -4.531791 -1.356265 1.8395 -2.1529 -0.5233 0.075
C -0.491364 -3.280250 -0.885976 -0.1846 -1.0866 -0.6412 -0.560
P -0.002760 -1.803495 -1.713656 0.2200 0.6049 -0.2815 0.839
C -0.767253 -1.685050 -3.336668 0.9836 1.0361 0.3166 0.727
C -0.052736 -1.015800 -4.339706 -0.9880 -0.8139 -0.0346 -0.243
C -0.563231 -0.996770 -5.625812 1.9919 0.1615 -0.8910 -0.832
C -1.774405 -1.543940 -5.858259 -3.1898 -0.9311 -0.7916 -0.625
C -2.577110 -2.112138 -4.828360 0.3082 0.5873 -0.7418 -0.797
C -2.046701 -2.169471 -3.567327 -1.2485 -0.7008 1.5468 -0.490
C 1.826942 -1.498082 -1.708657 -4.7132 1.5846 0.6406 -0.570
C 2.869242 0.731791 -1.550639 0.6068 0.1279 0.0461 0.243
C 4.180541 -0.094193 -1.625133 -0.7485 -2.1351 0.7114 -0.695
C 4.391232 -0.837754 -0.271392 0.3471 1.9654 -1.1706 -1.459
C 3.607616 -1.867963 -0.014059 1.5201 -0.2104 1.2187 -0.917
C 2.714805 -2.418408 -1.011692 0.3694 -2.9315 0.6615 0.178
H -3.496881 -3.261299 2.309826 -0.2649 -0.4674 0.2161 0.885
H -4.859376 -2.563731 4.332775 0.5707 0.1584 -0.3056 0.414
H -4.912966 -0.258964 4.936527 -0.4259 0.2753 0.6822 0.534
H -3.476393 1.472177 3.713107 -0.2654 0.1441 0.4143 0.717
H -2.566928 4.075934 1.663076 0.0065 -0.0821 -0.5055 0.404
H -1.990436 5.879247 3.222815 -0.2045 0.6527 -0.3922 0.560
H -0.432918 5.433363 5.066841 -0.2399 -0.3745 -0.0829 0.488
H 0.236081 3.077161 5.474346 0.3386 0.2424 0.1419 0.507
H -0.106718 1.325757 3.949601 -0.2446 0.1562 -0.4027 0.487
H -4.733604 1.955829 1.415230 0.7822 0.2708 0.2045 0.450
H -6.055490 2.695200 -0.346827 0.2048 -0.0962 -0.5306 0.488
H -5.116671 2.866983 -2.727215 -0.4350 -0.0370 -0.3391 0.509
H -2.812182 2.131209 -3.163371 0.1584 -0.0918 -0.5904 0.581
H -1.417405 1.403928 -1.360747 0.7908 -0.0416 0.1126 0.564
H -1.848602 -4.166444 2.041093 -0.4314 -0.3700 -0.0419 0.806
H -1.325202 -6.496410 1.124490 -0.1297 -0.0636 0.7244 0.527
H -0.252987 -6.717936 -1.006011 0.5077 -0.5254 -0.3321 0.542
H 0.437793 -4.540493 -2.266169 -0.6057 -0.5023 0.2855 0.532
H 0.855591 -0.527469 -4.154021 1.2966 0.2827 0.4014 0.142
H 0.070749 -0.718213 -6.510848 -0.7679 0.2494 1.1583 0.381
H -2.216574 -1.484389 -6.870782 0.4299 -0.2249 0.6276 0.414
H -3.604085 -2.466989 -4.973685 0.5683 0.1785 -0.2994 0.478
H -2.695121 -2.528836 -2.716460 0.9644 0.1899 -1.0245 0.283
H 3.069659 1.436882 -0.760217 -0.4126 0.4623 0.3101 0.577
H 5.023377 0.476681 -1.902188 0.8580 1.1778 0.1102 0.885
H 5.181425 -0.421665 0.375737 -0.6185 -0.4936 -0.1237 0.496
H 3.766615 -2.385049 0.938878 -0.2880 -0.0716 -0.4296 0.814
H 2.463827 -3.490840 -0.832479 -0.3122 1.0703 -0.1647 0.593
C 2.013684 -2.201728 3.399282 0.2589 -0.7746 -0.2690 -0.963
C 2.875760 -1.279215 3.945296 0.9763 1.3474 -0.6019 -1.067
C 2.923530 0.008187 3.400600 -2.1413 -1.3676 -0.6275 -0.841
C 2.047559 0.316345 2.362775 1.5277 2.1054 -0.4177 0.980
N 1.168440 -0.544776 1.867001 -0.7421 -1.2882 0.0230 1.139
C 1.141298 -1.793291 2.408749 1.1530 1.1669 0.3935 -0.164
C 2.103550 1.668322 1.650911 -1.2181 0.2669 1.1775 0.766
C 2.802599 2.813099 2.159542 -0.8930 -1.0331 -1.2597 -1.031
C 2.569608 4.048489 1.562354 -0.1999 -0.6696 -0.5774 -0.901
C 1.759756 4.109446 0.395941 0.0142 1.5693 1.5351 -0.985
C 1.053547 3.000678 0.050133 0.2525 -1.4156 0.4773 -1.307
N 1.154938 1.787267 0.677493 1.7669 0.9940 0.3390 1.208
H 2.170316 -3.262583 3.639881 -0.7257 0.5064 0.1011 0.505
H 3.642510 -1.514592 4.659324 -0.0816 -0.4010 0.4582 0.510
H 3.525056 0.768188 3.772434 1.2624 0.9361 0.6596 0.664
H 0.463041 -2.450959 1.983224 -1.1308 -1.2186 -0.7144 0.215
H 3.473504 2.673329 2.987157 0.0825 0.2413 0.2067 0.578
H 2.967875 4.968831 1.968883 0.2368 -0.1051 0.0186 0.511
H 1.541010 5.130464 -0.003109 0.2348 -1.2254 -0.0824 0.507
H 0.375196 2.960600 -0.751714 -1.0352 0.4226 -0.9044 1.233
N 2.347224 2.678571 -3.048493 -0.5236 -0.7080 1.4139 -0.101
C 2.742649 1.465090 -2.869863 0.7964 -1.0789 -0.1349 0.278
C 3.143599 0.786589 -4.050647 -0.2818 0.6027 -1.5050 -0.933
C 3.728792 -0.406709 -4.080016 0.3593 -1.3812 0.4829 -0.880
C 4.029051 -1.113850 -2.759476 -0.2825 0.1187 -1.0261 -0.250
C 2.882103 -2.045909 -2.460563 1.9360 -0.0380 -1.4820 0.042
N 1.687042 -0.105023 -1.282078 0.5370 0.5468 0.0529 0.189
H 2.263014 2.958595 -3.996674 -0.1927 1.0419 -0.7451 0.303
H 1.919797 3.164136 -2.280837 0.0601 0.6985 -0.0538 0.112
H 2.926721 1.342971 -4.966406 0.1747 -0.3909 -0.0479 0.446
H 3.956157 -0.950647 -5.032062 -0.1467 0.7449 0.8824 0.492
H 4.895921 -1.745381 -2.909567 0.4827 0.1049 0.2137 0.752
H 2.658421 -2.726007 -3.257951 -0.0881 -0.6809 -0.0204 0.450
```
Forces are in eV/Å.

For the LUMO energy (spin up / spin down), the calculation gives -11.1636 / -11.6781 eV. As for the spin multiplicity: 3. The expectation value of S² is 2.020. Its net charge is +4.

=====

(2)
Computed, not measured: a cluster of 6 separate species, C32H76O in total in a non-equilibrium geometry, with ωB97M-V with the def2-TZVPD basis set.

```
109
Properties=species:S:1:pos:R:3:forces:R:3:mulliken_charge:R:1
C -1.111761 2.750936 -1.506009 0.8441 -14.6172 8.8289 -2.398
C -0.063761 1.702936 -1.930009 -0.3623 1.7643 -0.8064 0.756
C 1.363239 2.127936 -2.075009 1.9543 2.3677 0.9821 -1.018
C 2.366239 1.012936 -2.384009 -0.0417 1.6528 2.6479 0.321
C 3.745239 1.607936 -2.498009 2.9259 -1.6458 1.7601 -0.602
C 4.858239 0.694936 -3.161009 -3.1859 -2.9804 -1.3794 -1.051
H -0.824761 3.273936 -0.610009 0.1011 -0.8622 1.7276 0.545
H -2.071761 2.209936 -1.407009 0.2875 0.8233 0.0574 0.130
H -1.119761 3.484936 -1.926009 -0.8313 14.1624 -10.5376 1.233
H -0.348761 1.288936 -2.845009 -0.8474 -0.4996 -1.9627 0.112
H -0.137761 0.855936 -1.322009 0.1614 -1.1959 1.5718 -0.137
H 1.667239 2.392936 -1.036009 -0.0458 0.7869 -0.5534 0.293
H 1.639239 3.073936 -2.799009 -1.2185 -2.1993 1.7202 0.194
H 2.012239 0.637936 -3.256009 -0.4733 -1.8686 -2.9278 0.612
H 2.269239 0.277936 -1.560009 0.2918 0.0891 -0.5620 -0.488
H 4.170239 2.041936 -1.510009 -0.9638 -0.9778 -1.2026 0.192
H 3.774239 2.426936 -3.119009 -0.5899 2.1690 -1.4312 0.594
H 4.706239 -0.425064 -2.870009 0.0118 1.7346 -0.2723 -0.021
H 5.859239 0.847936 -2.870009 1.1621 0.8827 -0.0032 0.426
H 4.676239 0.638936 -4.337009 0.7623 0.4318 2.4305 0.288
C 0.059239 -2.804064 6.290991 0.9904 2.1700 -1.3598 -1.527
C -0.096761 -3.444064 5.002991 -0.8868 0.4900 -3.0257 -0.291
C -0.631761 -2.518064 3.903991 0.8537 1.6929 -0.3403 -0.076
C -0.882761 -3.278064 2.517991 -11.8388 5.2517 5.7427 -1.245
C -1.567761 -2.235064 1.580991 4.6731 -2.7584 -3.5772 -0.993
C -0.657761 -1.047064 1.006991 -1.0217 -1.5896 1.5647 -1.058
H -0.811761 -2.305064 6.557991 -1.5905 1.2131 0.6186 0.364
H 0.899239 -2.110064 6.196991 0.0118 -0.1412 0.8628 0.318
H 0.136239 -3.618064 6.873991 1.1853 -2.1743 3.2134 0.482
H -0.835761 -4.225064 5.080991 0.1744 -0.9276 -0.0713 0.392
H 0.899239 -3.747064 4.665991 -0.3174 -0.8025 -0.0720 0.268
H 0.209239 -1.644064 3.831991 -1.8832 -1.8343 -0.4255 -0.014
H -1.585761 -1.914064 4.255991 1.6300 -1.4681 -0.7525 0.213
H -1.911761 -4.084064 2.682991 3.5054 1.8666 -0.1889 0.242
H -0.156761 -3.674064 2.134991 8.0800 -4.7266 -3.9348 0.800
H -2.283761 -1.845064 2.123991 -4.1926 1.8536 2.2431 0.567
H -1.951761 -2.910064 0.675991 0.4943 2.0173 1.5869 0.178
H 0.122239 -1.508064 0.509991 1.8825 -0.9162 -1.1654 0.654
H -0.221761 -0.195064 1.532991 -0.4671 -0.4636 0.9490 0.523
H -1.272761 -0.658064 0.280991 -1.3329 1.3025 -1.9192 0.186
C -2.353761 -2.046064 -5.216009 -1.6150 -0.4375 0.6213 -1.173
C -2.029761 -0.766064 -4.468009 -5.5499 -8.4389 8.3099 -1.477
C -3.394761 -0.256064 -3.798009 3.4471 -0.7227 3.7662 -0.741
C -3.709761 -1.043064 -2.477009 1.7663 5.4359 0.9738 -0.601
C -4.909761 -0.378064 -1.757009 -0.4595 3.1985 0.0416 0.163
C -5.559761 -1.118064 -0.512009 6.0562 -1.4873 -1.0368 -1.196
H -2.420761 -3.014064 -4.448009 -0.8351 2.5308 -2.2545 0.200
H -1.466761 -2.243064 -5.744009 0.9725 -0.6483 -1.2781 0.452
H -3.196761 -1.657064 -5.971009 1.3672 -2.1753 1.5510 0.275
H -1.956761 -0.123064 -5.080009 3.1431 8.7555 -8.0083 1.023
H -1.378761 -1.125064 -3.716009 1.5152 1.1482 0.6920 0.355
H -4.150761 -0.386064 -4.462009 -2.3577 -0.2363 -2.0863 0.656
H -3.347761 0.802936 -3.473009 0.1859 -0.3525 -0.4826 0.435
H -2.751761 -1.269064 -1.926009 -0.7476 1.1819 0.1845 -0.002
H -3.983761 -1.958064 -2.602009 -2.0916 -5.8823 -1.6959 0.770
H -5.603761 -0.053064 -2.678009 0.6515 -1.3190 2.1623 0.282
H -4.716761 0.746936 -1.368009 0.2719 -2.4714 -0.7562 -0.249
H -5.973761 -2.068064 -0.822009 0.1506 -0.4402 0.2531 0.438
H -6.288761 -0.542064 -0.136009 -2.5430 2.0518 1.7010 0.514
H -4.576761 -1.263064 0.365991 -3.2446 0.2505 -2.6595 -0.043
C 2.965239 -0.906064 2.102991 -4.9102 2.6210 0.2926 -0.674
C 4.368239 -0.844064 2.060991 4.5962 0.4903 -2.6247 -0.252
C 4.825239 0.478936 1.296991 1.5109 -2.1957 0.0471 -0.445
C 6.329239 0.663936 1.327991 1.8073 0.2934 -0.6691 -0.787
C 6.864239 2.003936 0.660991 0.5241 -1.7038 -0.3195 0.147
C 8.443239 2.019936 0.497991 0.3106 -6.0761 5.7612 -1.505
H 2.433239 -0.618064 1.084991 0.9969 -1.1799 1.9392 -0.156
H 2.657239 -0.043064 2.781991 -0.1191 -0.8062 -0.6798 0.270
H 2.585239 -1.765064 2.636991 -0.4545 -0.5604 -0.5013 0.364
H 4.725239 -1.596064 1.256991 0.0492 0.3634 1.9276 0.161
H 4.836239 -0.949064 3.099991 -0.2994 0.0054 -1.6653 0.321
H 4.373239 1.351936 1.599991 -1.2814 1.9935 1.4913 0.647
H 4.531239 0.446936 0.250991 -0.2006 -0.5913 -0.3040 -0.138
H 6.851239 -0.201064 0.819991 -0.6124 0.7799 0.3253 0.265
H 6.742239 0.643936 2.348991 -0.3394 0.0157 -0.0810 0.332
H 6.546239 2.843936 1.245991 -0.0746 0.5090 0.5284 0.346
H 6.320239 2.145936 -0.323009 1.0113 -0.2614 0.6987 -0.023
H 8.930239 1.103936 0.042991 -1.2848 0.5092 0.2905 0.306
H 9.302239 2.086936 1.498991 -3.3307 0.0341 -2.2527 0.228
H 8.761239 2.711936 -0.063009 2.0656 5.7315 -4.2690 0.579
C -5.775761 5.043936 0.792991 0.0011 -1.0180 2.2814 -1.150
C -6.455761 3.619936 0.887991 1.3018 0.5919 -0.2412 -0.623
C -5.341761 2.509936 0.847991 -2.3131 0.6993 2.5024 0.213
C -4.387761 2.566936 2.057991 -1.1563 -0.8276 2.2916 -0.722
C -3.480761 1.311936 2.116991 -1.1160 -1.1315 -1.2150 1.035
C -2.888761 1.116936 3.483991 2.7598 1.7477 -2.3301 -1.947
H -6.601761 5.709936 0.962991 -0.1427 0.8679 -0.3511 0.429
H -5.230761 5.252936 -0.109009 0.1406 0.0807 -0.4330 0.314
H -5.090761 5.204936 1.724991 -1.0232 -0.3655 -1.8026 0.231
H -7.280761 3.498936 0.083991 1.3373 0.0765 1.5068 0.320
H -6.814761 3.674936 1.925991 -0.7790 -0.5583 -0.4707 0.263
H -4.753761 2.754936 0.066991 1.8073 0.2271 -3.2860 0.079
H -5.823761 1.518936 0.739991 0.5909 0.4104 0.1150 0.004
H -5.075761 2.410936 2.999991 1.1613 0.6779 -1.3739 0.208
H -3.799761 3.536936 2.236991 -0.9055 -1.4001 -0.6154 0.254
H -2.646761 1.362936 1.388991 -0.6784 -0.1403 -0.0889 -0.151
H -4.225761 0.384936 1.855991 2.0856 1.9955 0.4597 -0.176
H -2.473761 2.022936 3.913991 0.4712 0.3999 -0.3527 0.424
H -2.176761 0.343936 3.599991 0.9163 -0.8654 -0.2949 0.258
H -3.612761 0.924936 4.099991 -4.3902 -1.4111 3.7146 0.673
C 2.469239 -2.647064 -2.584009 -0.5570 0.1711 -2.0780 -0.551
C 3.761239 -3.519064 -2.554009 -1.0896 0.0458 3.0789 -0.360
O 4.032239 -4.109064 -3.801009 1.2610 -1.9119 0.9314 -0.521
H 2.205239 -1.963064 -1.725009 0.4420 -1.6403 -0.2129 0.040
H 1.668239 -3.484064 -2.857009 1.1306 2.3892 0.6319 0.335
H 2.518239 -1.821064 -3.387009 -0.0799 -1.6441 0.5620 0.194
H 3.438239 -4.286064 -1.735009 0.8986 0.6633 -1.3962 0.277
H 4.684239 -3.057064 -2.136009 -0.6408 0.2583 -0.3542 0.289
H 4.656239 -4.867064 -3.532009 -1.3748 1.6252 -1.1496 0.333
```
Forces are in eV/Å.

For the LUMO energy, the calculation gives 0.6648 eV. Its SMILES is CCCCCC.CCCCCC.CCCCCC.CCCCCC.CCCCCC.CCO.

=====

no.,molar mass (Da)
1,1004.8
2,477.0